[1]
Density functional theory data (ωB97M-V/def2-TZVPD) for a structure of composition C23H19F3GdN4O2PSSe2.

Computed properties:
Net charge   0
<S²>   16.11
Calculated total energy   -214011.7509 eV
Spin multiplicity   8
Kohn-Sham gap (spin up / spin down)   0.156 / 0.173 hartree

CARTESIAN COORDINATES (ANGSTROEM)
Gd -0.0457 0.1114 -0.2579
Se 1.2151 1.1510 2.2237
P 2.9553 0.5950 0.8242
Se 2.6124 -0.0249 -1.2811
C 3.7951 2.1658 0.6607
C 3.6290 3.0796 -0.4019
C 3.9351 4.4197 -0.3053
C 4.5122 4.8830 0.9119
C 4.6708 4.0144 1.9912
C 4.3528 2.6627 1.8653
C 3.9259 -0.6340 1.6803
C 3.3492 -1.8196 2.1138
C 4.1444 -2.8301 2.7663
C 5.3764 -2.4936 3.3841
C 5.9003 -1.3198 2.8349
C 5.2423 -0.4176 1.9899
H 3.0731 2.6923 -1.2732
H 3.6211 5.1525 -1.0636
H 4.8520 5.9105 1.0436
H 5.0896 4.3703 2.8656
H 4.7467 2.0150 2.6790
H 2.2693 -1.9681 1.7515
H 3.6527 -3.8099 2.7579
H 5.8515 -3.1695 4.0926
H 6.9562 -1.1384 3.0344
H 5.8734 0.3945 1.4981
N -7.6705 -2.3566 -0.6095
C -6.2756 -2.4136 -0.6543
C -5.5355 -3.2892 -1.4519
C -4.1614 -3.4483 -1.3309
C -3.5469 -2.7121 -0.3066
C -4.2311 -1.8038 0.5351
C -5.5978 -1.6110 0.3327
S -1.6892 -2.3961 -0.1806
O -1.0792 -3.6641 -0.0220
O -1.4303 -1.3770 0.9218
N -0.9494 -1.6921 -1.4302
C -1.6442 -0.9530 -2.3326
N -2.4253 -1.4398 -3.3186
C -3.3362 -0.5373 -3.7938
C -3.3872 0.7909 -3.5417
C -2.5035 1.2060 -2.5186
N -1.5796 0.3646 -2.0622
H -8.1182 -2.5800 -1.5392
H -8.0222 -1.4877 -0.2546
H -5.9227 -3.8259 -2.3314
H -3.6436 -3.9809 -2.0927
H -3.7793 -1.1261 1.2913
H -6.2189 -1.0005 0.8807
H -3.9768 -0.9968 -4.5622
H -3.9638 1.5100 -4.0946
H -2.3735 2.2182 -2.1673
F -0.1906 3.7362 -1.6206
C -0.1945 3.6755 -0.2355
F -1.0110 2.5170 0.0116
F -1.0977 4.6813 0.0925

[2]
Density functional theory data (ωB97M-V/def2-TZVPD) for an isolated molecule of C23H19F5N2S.

Computed properties:
Net charge   0
Calculated total energy   -51559.6615 eV
Structure (SMILES)   CNCc1cc2c(cc1C(F)(F)c1cccc(C(F)(F)F)c1)Sc1ccc(C)cc1N2
Kohn-Sham gap   0.290 hartree

CARTESIAN COORDINATES (ANGSTROEM)
C 1.2087 -3.0690 2.2244
N 1.4467 -3.7408 0.9323
C 2.0069 -2.8150 -0.0639
C 0.9408 -1.9012 -0.7891
C -0.4986 -2.0350 -0.5351
C -1.5180 -1.1922 -1.2027
C -1.0066 -0.2277 -2.1844
C 0.4093 -0.0598 -2.4651
C 1.4069 -0.8848 -1.7501
C 2.9002 -0.5901 -2.0900
F 2.9347 -0.0217 -3.3757
F 3.7058 -1.7170 -2.1428
C 3.4139 0.4817 -1.0531
C 4.2982 1.5894 -1.4675
C 4.7855 2.5929 -0.5029
C 4.4280 2.5155 0.9090
C 3.5447 1.4365 1.3384
C 3.1093 1.2735 2.8309
F 2.1818 2.1932 3.2358
F 4.2498 1.3639 3.6066
F 2.5630 0.0206 3.0797
C 3.0386 0.4517 0.3672
S -2.2707 0.7714 -3.0588
C -3.5160 0.9855 -1.7295
C -4.2870 2.2232 -1.6890
C -5.2518 2.4110 -0.6114
C -5.3947 1.3318 0.3840
C -6.4240 1.6169 1.5494
C -4.6356 0.0719 0.3069
C -3.6517 -0.1247 -0.7883
N -2.9092 -1.3736 -0.8498
H 2.1657 -2.9184 2.8001
H 0.5925 -3.7775 2.8513
H 0.6251 -2.1046 2.1249
H 0.6124 -4.1921 0.5614
H 2.8611 -2.2485 0.3824
H 2.4572 -3.4604 -0.8774
H -0.8545 -2.7977 0.1940
H 0.6945 0.7155 -3.2141
H 4.6191 1.7291 -2.5226
H 5.4392 3.4372 -0.8177
H 4.7709 3.2363 1.6926
H 2.3511 -0.3191 0.7759
H -4.1071 2.9820 -2.4915
H -5.8298 3.3617 -0.5914
H -6.1308 2.6176 1.9780
H -6.3056 0.8457 2.3494
H -7.4684 1.7089 1.1593
H -4.8196 -0.6789 1.1095
H -2.8816 -1.7145 0.1204

[3]
Density functional theory data (ωB97M-V/def2-TZVPD) for the ion C23H19N2O5S with charge -1.

Computed properties:
Net charge   -1
Calculated total energy   -48209.4677 eV
Structure (SMILES)   COc1ccc([C@H](C=[N+]([O-])[O-])[C@H](c2ccc(C#N)cc2)S(=O)(=O)c2ccccc2)cc1
Kohn-Sham gap   0.230 hartree

CARTESIAN COORDINATES (ANGSTROEM)
C 3.1590 -0.4615 3.5181
O 3.0187 -1.4033 2.4357
C 1.7710 -1.7382 2.0075
C 1.6919 -2.7650 1.0337
C 0.4669 -3.2989 0.7150
C -0.7126 -2.8342 1.3103
C -2.0317 -3.5657 1.0714
C -3.1269 -2.5778 0.8760
N -3.6788 -2.4782 -0.3639
O -4.6367 -1.6900 -0.6054
O -3.2086 -3.2125 -1.2794
C -2.3337 -4.5364 2.1700
C -1.2235 -5.5590 2.3818
C -0.1219 -5.1806 3.1603
C 0.9863 -6.0110 3.2652
C 0.9482 -7.2753 2.6617
C 2.0656 -8.1502 2.8307
N 2.9804 -8.8661 2.9722
C -0.1723 -7.6764 1.9206
C -1.2333 -6.7959 1.7300
S -3.9522 -5.4752 2.1043
O -3.7932 -6.5499 3.0589
O -4.2460 -5.7120 0.7099
C -5.2729 -4.4854 2.8158
C -5.9003 -4.9122 3.9931
C -6.8776 -4.1028 4.5815
C -7.2396 -2.8846 3.9874
C -6.6505 -2.5043 2.7803
C -5.7059 -3.3326 2.1775
C -0.6515 -1.7292 2.1585
C 0.5797 -1.1601 2.5053
H 4.2358 -0.4260 3.6771
H 2.7903 0.5343 3.2356
H 2.6613 -0.8075 4.4355
H 2.6101 -3.1528 0.5930
H 0.3933 -4.1461 0.0264
H -1.9330 -4.1065 0.1144
H -3.3989 -1.8521 1.6543
H -2.4836 -3.9841 3.1069
H -0.1297 -4.2011 3.6419
H 1.8603 -5.6779 3.8281
H -0.2277 -8.6842 1.4997
H -2.0517 -7.0823 1.0642
H -5.6180 -5.8625 4.4450
H -7.3546 -4.4180 5.5136
H -7.9832 -2.2361 4.4620
H -6.9088 -1.5624 2.2938
H -5.2771 -3.0450 1.2177
H -1.5697 -1.3102 2.5770
H 0.6200 -0.3047 3.1874

[4]
Density functional theory data (ωB97M-V/def2-TZVPD) for a structure of composition C23H19N2O8S2.

Computed properties:
Net charge   -1
Calculated total energy   -65185.8836 eV
Kohn-Sham gap   0.215 hartree

CARTESIAN COORDINATES (ANGSTROEM)
C 5.5354 -5.8320 0.2622
C 4.7944 -6.3014 -0.8357
C 3.8037 -5.4956 -1.4147
C 3.4859 -4.2452 -0.8865
C 2.2844 -3.4975 -1.4161
O 1.9002 -2.6844 -0.3053
C 0.6458 -2.0721 -0.4546
N 0.6695 -1.0912 0.5452
N -0.1840 -0.1411 0.5740
C -1.4925 -0.6604 1.1722
O -1.5031 -1.7894 1.6124
O -2.5280 0.1990 1.2628
C -3.6277 -0.1384 2.1926
C -4.6753 0.8870 1.8911
C -4.7713 2.0790 2.6197
C -5.8304 2.9513 2.3491
C -6.7097 2.7207 1.2873
C -6.5534 1.5518 0.5333
C -5.4936 0.6794 0.7824
O -0.1803 -2.4201 -1.2859
C 4.2554 -3.7494 0.1764
C 5.2535 -4.5488 0.7631
H 6.3509 -6.4253 0.6945
H 5.0318 -7.2838 -1.2598
H 3.2087 -5.8575 -2.2526
H 2.6008 -2.9524 -2.3449
H 1.4773 -4.1926 -1.6974
H -3.9644 -1.1521 1.9695
H -3.2311 -0.0725 3.2028
H -4.0920 2.2460 3.4571
H -5.9274 3.8594 2.9264
H -7.4690 3.4695 1.0163
H -7.2122 1.3635 -0.3019
H -5.3726 -0.2409 0.2088
H 4.0185 -2.7718 0.5928
H 5.8322 -4.1445 1.5990
C 1.5740 4.5768 -3.1106
C 0.9627 3.3235 -2.9554
C 0.9016 2.8580 -1.6433
C 1.4334 3.5250 -0.5507
C 2.0102 4.7899 -0.6861
C 2.0844 5.2917 -1.9975
S 1.2516 2.6649 0.9987
O 2.4981 2.1094 1.4363
O 0.3749 3.4837 1.8104
C 0.0889 1.2546 0.5502
S 0.1923 1.2859 -1.2108
O -1.2009 1.2118 -1.5668
O 1.2042 0.3274 -1.6131
H 1.6388 4.9947 -4.1219
H 0.5644 2.7100 -3.7736
H 2.3779 5.3098 0.2274
H 2.5381 6.2843 -2.1400
H -0.8252 1.7527 1.1109

[5]
Density functional theory data (ωB97M-V/def2-TZVPD) for an isolated molecule of C23H19N3O2S.

Computed properties:
Net charge   0
Calculated total energy   -43560.3103 eV
Structure (SMILES)   Cc1ccc(C(=O)N(Nc2nc3ccccc3s2)C(=O)c2ccc(C)cc2)cc1
Kohn-Sham gap   0.324 hartree

CARTESIAN COORDINATES (ANGSTROEM)
C -5.3299 0.3037 -0.9841
C -4.1154 1.0561 -0.5373
C -3.5322 2.0259 -1.3416
C -2.3867 2.6892 -0.9372
C -1.8103 2.3920 0.2901
C -0.5307 3.0289 0.7353
O -0.4420 4.0022 1.4238
N 0.5956 2.3319 0.2403
N 0.3835 1.3407 -0.7187
C -0.0711 0.1218 -0.3194
N 0.0723 -0.3623 0.8524
C -0.4664 -1.6152 0.9497
C -0.4877 -2.4032 2.0933
C -1.0796 -3.6491 2.0345
C -1.6469 -4.1203 0.8551
C -1.6349 -3.3532 -0.2961
C -1.0471 -2.1044 -0.2401
S -0.8911 -0.9132 -1.5078
C 1.8412 2.3228 0.9054
O 2.0636 3.0010 1.8666
C 2.8045 1.3566 0.3130
C 3.3274 0.3595 1.1283
C 4.2240 -0.5552 0.6125
C 4.6356 -0.4820 -0.7141
C 5.6239 -1.4692 -1.2536
C 4.1267 0.5339 -1.5136
C 3.2138 1.4425 -1.0122
C -2.4046 1.4457 1.1180
C -3.5431 0.7843 0.7013
H -5.6928 0.6768 -1.9381
H -6.1256 0.3937 -0.2464
H -5.0948 -0.7549 -1.0912
H -3.9707 2.2605 -2.3005
H -1.9412 3.4406 -1.5746
H 0.0562 1.6717 -1.6178
H -0.0450 -2.0267 3.0011
H -1.1036 -4.2688 2.9181
H -2.1047 -5.0976 0.8348
H -2.0734 -3.7137 -1.2134
H 3.0113 0.3019 2.1581
H 4.6156 -1.3371 1.2470
H 6.6143 -1.2645 -0.8471
H 5.6808 -1.4139 -2.3376
H 5.3500 -2.4824 -0.9655
H 4.4457 0.6129 -2.5430
H 2.8344 2.2315 -1.6451
H -1.9595 1.2213 2.0756
H -3.9897 0.0374 1.3416

Which value of calculated total energy does entry 4 give?
-65185.8836 eV

Among the records above, which one has the lowest calculated total energy?
C23H19F3GdN4O2PSSe2

Look up the net charge of the third one.
-1

The highest calculated total energy belongs to which entry?
C23H19N3O2S